Molecular formula: C3H12N2Si
Method: DFT, ωB97M-V/def2-TZVPD

Last columns: bonded neighbours and bond lengths (Å).
Positions of all 18 atoms, in Å:
1 C 0.42 1.22 2.72  N4 1.432, H7 1.085, H8 1.120, H9 1.088
2 C -1.71 -0.89 -1.08  N5 1.479, H10 1.140, H11 1.114, H12 1.077
3 C 0.73 -1.70 -1.27  N5 1.445, H13 1.091, H14 1.084, H15 1.126
4 N -0.08 0.60 1.53  C1 1.432, Si6 1.814, H16 1.061
5 N -0.25 -0.67 -1.03  C2 1.479, C3 1.445, Si6 1.908
6 Si 0.22 0.99 -0.22  N4 1.814, N5 1.908, H17 1.598, H18 1.584
7 H 1.49 1.09 2.59  C1 1.085
8 H 0.37 2.33 2.59  C1 1.120
9 H -0.17 0.94 3.59  C1 1.088
10 H -2.20 0.07 -0.73  C2 1.140
11 H -2.01 -0.86 -2.16  C2 1.114
12 H -2.04 -1.77 -0.55  C2 1.077
13 H 0.54 -2.74 -0.99  C3 1.091
14 H 1.12 -1.80 -2.28  C3 1.084
15 H 1.64 -1.55 -0.62  C3 1.126
16 H -0.38 -0.40 1.69  N4 1.061
17 H 1.75 1.43 -0.40  Si6 1.598
18 H -0.62 2.12 -0.93  Si6 1.584

- <S²> = 2.006
- lowest unoccupied orbital energy (spin up / spin down) (eV) = 0.568 / -2.390
- energy (Eh) = -520.27449
- 2S+1 = 3
- molar mass (g mol⁻¹) = 104.2
- ΔE to the lowest compared entry with this formula, charge and spin (kcal per mole) = 21.6
- orbital gap (spin up / spin down) (eV) = 3.6235 / 5.9106
- HOMO level (spin up / spin down) (eV) = -3.1 / -8.3

Atom charges from the Mulliken analysis, given in e for atoms 1 to 5: -0.97 -1.02 -1.05 -0.23 0.06